The following is a DFT calculation (ωB97M-V with the def2-TZVPD basis set) of a cluster of 3 separate species, C33H31BrF16O8S2 in total in a non-equilibrium geometry.

Summary:
**Highest occupied orbital energy**: -8.878 eV
**Structure (SMILES)**: C=Cc1c(S)ccc2c1C(=O)c1cc(C[C@@H](C)Br)c(OC[C@H](C)O)c(C[SH](=O)=O)c1C2=O.FC(F)C(F)(F)COC(F)(F)C(F)F.FC(F)C(F)(F)COC(F)(F)C(F)F
**Calculated total energy**: -6845.75725 a.u.
**Molecular weight**: 1003.6 g/mol
**Lowest unoccupied orbital energy**: -1.5421 eV
**F_max**: 0.127 hartree/bohr

```
91
Properties=species:S:1:pos:R:3:forces:R:3
C -1.1217 3.0196 -4.9086 -1.2 -0.3 1.6
C -1.9670 3.0695 -3.7611 1.1 -0.5 -1.5
C -2.4295 1.7613 -2.9847 -1.0 -2.2 1.2
C -3.7903 1.0348 -3.1685 2.8 -1.4 2.0
S -4.9914 1.7653 -4.3937 0.8 -0.9 0.2
C -4.1106 -0.2444 -2.3175 2.5 1.5 0.2
C -3.1087 -0.8435 -1.2699 0.8 3.6 -2.2
C -1.7480 -0.1147 -1.0840 -1.8 1.0 -2.1
C -1.4288 1.1618 -1.9517 -1.9 -1.2 -0.1
C 0.0092 1.8099 -1.7235 1.1 1.2 0.4
O 0.2628 3.0347 -1.6475 -1.1 -4.0 -0.5
C 1.2166 0.7533 -1.5259 1.0 -1.7 0.3
C 2.5851 1.0107 -2.1948 -1.2 -3.5 2.6
C 3.7014 -0.0575 -1.9605 -2.8 0.1 1.0
C 5.0991 0.1887 -2.6932 -1.1 0.4 0.0
C 5.1475 -0.3103 -4.2180 1.4 -1.4 0.3
C 4.8963 -1.8866 -4.4073 0.3 -0.3 0.2
Br 3.9229 0.6970 -5.4368 0.6 -0.3 0.8
C 3.4095 -1.2967 -1.0369 -1.6 2.2 -1.0
O 4.5108 -2.2066 -0.8435 -1.9 1.8 1.1
C 4.9703 -2.1606 0.5420 0.2 -0.1 1.4
C 6.2654 -1.2432 0.7696 1.1 -0.1 -0.3
C 7.5819 -1.7768 -0.0120 -0.3 0.3 -0.1
O 6.6066 -1.2435 2.1981 -0.6 -1.0 -0.8
C 2.0089 -1.5317 -0.3674 0.6 2.4 -1.3
C 1.7392 -2.7971 0.5635 -0.4 1.1 -0.2
S 0.4720 -3.8640 -0.3226 1.5 -3.8 -5.1
O 1.0108 -5.2910 -0.3317 -1.5 3.7 1.3
O 0.2449 -3.4081 -1.7583 0.1 0.0 4.3
C 0.8925 -0.5026 -0.6363 2.7 0.9 -1.5
C -0.6073 -0.6249 -0.0623 -0.2 -0.2 0.7
O -0.8699 -1.0673 1.0870 0.9 1.1 -3.9
H -0.1666 3.6492 -4.9759 -2.3 0.0 -0.4
H -1.3388 2.3221 -5.7842 1.0 0.1 1.9
H -2.2751 4.1064 -3.3779 1.2 -1.8 0.4
H -4.5542 1.3642 -5.6654 0.1 0.1 1.5
H -5.1356 -0.7332 -2.4951 1.9 0.8 0.4
H -3.3855 -1.7882 -0.6969 0.5 1.6 -0.9
H 2.7105 1.9395 -2.8513 0.0 -1.6 1.2
H 5.9445 -0.3171 -2.1188 -1.1 0.6 -0.8
H 5.2465 1.3353 -2.7182 0.0 -1.9 0.2
H 6.2258 -0.1085 -4.5840 -1.9 0.0 0.4
H 5.8814 -2.4572 -4.2052 -1.5 1.0 -0.2
H 4.1384 -2.2817 -3.6477 0.9 0.6 -1.2
H 4.5653 -2.1681 -5.4758 0.5 0.7 1.8
H 4.1545 -1.7751 1.2650 1.2 -0.4 -1.3
H 5.1750 -3.2516 0.8749 0.0 1.7 -0.7
H 6.0927 -0.1309 0.5102 -0.1 -1.9 0.4
H 8.4499 -1.7837 0.7283 -1.2 0.0 -1.0
H 7.9058 -1.0721 -0.8704 -0.7 -1.3 1.3
H 7.4073 -2.8419 -0.3874 0.3 1.5 0.3
H 6.9399 -2.1478 2.4201 -0.3 1.0 -0.3
H 1.2552 -2.5193 1.5703 0.9 -0.3 -1.5
H 2.6557 -3.4593 0.7034 -1.4 0.8 -0.4
H -0.7722 -3.8525 0.3369 1.2 0.3 -0.1
C -8.9233 1.9460 1.7133 -0.4 0.6 0.4
C -9.1364 0.4579 1.3620 -0.6 0.6 -0.6
C -7.8729 -0.4038 1.2924 0.3 -0.8 0.2
F -7.0043 0.0158 0.3546 -0.1 0.1 0.0
F -8.1941 -1.6831 0.9694 -0.3 0.1 0.1
F -9.8490 0.3746 0.2130 0.3 -0.1 0.1
F -9.9382 -0.0665 2.3364 0.5 0.0 0.1
O -8.8814 2.8789 0.6235 1.1 -0.8 -0.6
C -7.6450 3.0463 -0.0398 -0.7 0.3 1.7
C -7.6894 2.5831 -1.5012 -0.1 -0.3 -0.7
F -8.0501 1.2843 -1.6047 0.0 0.2 0.2
F -6.4688 2.6939 -2.0779 0.0 0.3 0.5
F -6.6685 2.4532 0.6726 0.2 0.1 -0.5
F -7.3788 4.3722 -0.0021 -0.1 -0.2 -0.5
H -9.8073 2.2494 2.2815 0.0 -0.1 -0.3
H -8.0887 2.0932 2.4039 0.1 -0.2 -0.3
H -7.3601 -0.4246 2.2582 -0.1 0.1 0.1
H -8.4026 3.1747 -2.0779 0.0 0.2 0.2
C 1.1078 0.2722 3.6873 -0.3 -0.1 -0.8
C 0.6687 -0.1538 5.1043 0.4 -0.7 -0.5
C 0.9698 0.8400 6.2288 -0.3 0.3 0.8
F 2.2844 1.0860 6.3711 0.0 -0.1 -0.1
F 0.5431 0.3455 7.4194 -0.2 -0.2 -0.2
F 1.1902 -1.3746 5.3783 0.0 0.2 0.2
F -0.6858 -0.3287 5.0616 0.1 0.5 0.1
O 2.3620 -0.2444 3.2106 0.7 0.5 1.2
C 3.5376 0.4459 3.5872 -1.5 0.3 -0.9
C 4.4597 -0.3940 4.4803 0.5 -0.5 0.4
F 3.8320 -0.8005 5.6072 -0.1 0.1 -0.2
F 5.5359 0.3277 4.8734 -0.2 0.2 -0.3
F 3.2069 1.6301 4.1351 0.5 -0.1 0.1
F 4.1826 0.7377 2.4336 0.2 -0.3 0.3
H 0.3708 -0.1569 3.0012 0.1 -0.2 0.2
H 1.0287 1.3517 3.5340 0.2 -0.1 0.3
H 0.4537 1.7894 6.0601 0.0 -0.1 -0.2
H 4.8098 -1.2831 3.9525 -0.1 0.2 -0.2
```
Forces are in eV/Å.

The following is a DFT calculation (ωB97M-V with the def2-TZVPD basis set) of a structure of composition C27H22BiN3O2S3 in a non-equilibrium geometry.

Summary:
**Highest occupied orbital energy**: -7.480 eV
**Calculated total energy**: -2765.92890 a.u.
**Molecular weight**: 725.7 g/mol
**Relative energy (zero: lowest compared OMol25 entry of this formula, charge and spin)**: 0.067 eV
**Lowest unoccupied orbital energy**: -0.9792 eV
**F_max**: 0.067 hartree/bohr

```
58
Properties=species:S:1:pos:R:3:forces:R:3
Bi -1.1111 -0.5117 0.3262 0.2 -0.6 0.0
C 2.1044 1.6037 -6.0860 -0.7 -0.5 -0.2
C 2.4274 1.0118 -4.7402 0.5 0.9 1.5
C 3.1749 1.8040 -3.8221 -0.1 0.0 -1.6
C 3.2722 1.4657 -2.4913 0.3 0.2 -0.2
C 2.7078 0.2599 -2.0948 -0.6 0.6 1.4
C 2.0143 -0.5971 -2.9379 0.7 0.8 -0.1
C 1.8776 -0.1705 -4.2594 -0.5 -0.7 -0.5
S 2.5018 0.1037 -0.3221 -0.5 1.3 0.6
O 3.5915 0.8476 0.3108 -0.6 -1.2 -0.6
O 2.2698 -1.2888 -0.0728 0.2 -0.7 0.4
N 1.0606 0.8083 0.0356 1.2 -3.2 -0.6
C 0.8604 2.1110 0.0193 -0.4 3.4 0.4
C 1.7784 3.0484 0.5876 -1.1 -0.2 -0.8
C 1.3495 4.3734 0.6738 0.5 0.4 0.1
C 0.1149 4.7827 0.1648 -1.1 -1.5 -0.8
C -0.6717 3.7709 -0.4869 0.7 1.6 0.8
N -0.3524 2.5001 -0.5019 1.2 -1.0 0.2
H 2.9758 2.0937 -6.5351 -0.3 -0.1 0.1
H 1.2762 2.3548 -5.9456 0.8 -0.7 -0.3
H 1.7546 0.7839 -6.7553 0.2 0.8 0.2
H 3.6672 2.6890 -4.2638 -0.3 -0.3 0.6
H 3.7708 2.1174 -1.7595 -0.2 -0.5 -0.4
H 1.6337 -1.5264 -2.5270 -0.2 0.1 -0.3
H 1.2822 -0.7732 -4.9470 0.2 0.0 0.1
H 2.7418 2.6120 0.8721 -0.4 0.8 0.2
H 2.0119 5.1371 1.1127 -0.3 -0.5 -0.1
H -0.3156 5.7793 0.2686 0.5 -0.2 -0.1
H -1.5665 4.0070 -1.0656 0.0 0.2 0.5
S -4.6832 1.7500 2.3869 1.0 -0.9 0.2
C -5.1292 1.5425 0.7570 0.2 -0.2 -0.4
C -4.1192 1.0674 -0.0293 0.9 0.1 0.5
C -2.9485 0.7569 0.7401 0.2 -0.5 0.9
C -3.0755 0.9993 2.0938 -1.9 0.9 -1.9
C -2.1590 0.6271 3.1234 0.3 0.3 1.8
C -2.4566 0.9397 4.4779 0.9 -1.1 0.1
C -1.6143 0.4418 5.4860 -0.2 0.3 -1.2
C -0.5228 -0.3608 5.1369 0.7 0.2 -0.4
C -0.2443 -0.5459 3.7843 -0.6 0.0 -0.7
N -1.0345 -0.0396 2.7857 -0.2 -0.4 0.6
H -6.1510 1.6930 0.4483 0.0 0.4 0.0
H -4.1020 1.0107 -1.1107 -0.5 -0.2 0.1
H -3.3826 1.4560 4.7162 0.3 0.1 0.0
H -1.7713 0.7052 6.5154 -0.3 -0.1 0.3
H 0.1825 -0.7708 5.8846 -0.7 0.3 -0.5
H 0.5889 -1.1671 3.4392 -0.2 0.4 0.2
S -2.5420 -2.8222 0.6047 -1.0 1.3 -0.3
C -1.4099 -4.1252 0.4804 1.3 -1.3 0.8
C -0.8491 -4.5491 1.7340 0.1 -0.4 -1.0
C 0.1331 -5.5479 1.7957 -0.3 0.2 -0.7
C 0.5828 -6.1099 0.5777 0.2 0.2 0.6
C 0.0202 -5.7155 -0.6342 -0.1 -0.6 -0.2
C -1.0354 -4.8042 -0.7074 0.4 0.6 1.1
H -1.2821 -4.1056 2.6313 0.3 -0.1 -0.2
H 0.5299 -5.8874 2.7642 -0.2 0.2 -0.6
H 1.3887 -6.8553 0.5709 -0.4 0.4 0.1
H 0.3994 -6.1854 -1.5532 -0.3 0.2 0.4
H -1.5154 -4.5955 -1.6567 0.1 0.2 0.1
```
Forces are in eV/Å.